ORCA calculation (the ωB97M-V functional and the def2-TZVPD basis) on a 9-piece molecular cluster, C18H34BIN11O18P overall in a non-equilibrium geometry.

Last column: Mulliken charge in e.
Element x y z (Å)
1 H 0.987 4.263 -5.553  0.2981
2 N 4.198 4.108 2.376  0.8902
3 O 2.520 8.682 0.088  -0.5378
4 H 2.376 7.812 2.957  0.2955
5 C 1.877 1.053 -2.066  -0.9604
6 H 1.107 3.879 1.911  0.3525
7 C -2.413 -4.281 0.333  0.6610
8 H -1.745 5.899 0.271  0.2201
9 H 5.555 2.609 2.901  0.3075
10 C 4.831 2.787 2.111  -0.7447
11 H 4.116 -3.142 -4.006  0.3390
12 C -0.988 -6.257 0.704  0.2265
13 N -3.600 -3.625 0.228  -0.5631
14 O 4.927 5.074 2.407  -0.5499
15 O 3.790 9.519 1.618  -0.5569
16 C -1.204 -3.550 0.095  -0.3710
17 H 1.903 2.069 -1.697  0.1698
18 C -2.573 5.910 -0.426  -0.5504
19 C 3.677 -2.685 -3.123  -0.8287
20 H 2.014 5.547 -4.847  0.3132
21 H 0.903 -3.560 -0.056  0.4323
22 O 2.599 4.097 -3.031  -0.5065
23 O 2.363 2.416 -4.363  -0.5300
24 N -3.959 1.919 1.609  0.8838
25 H 3.793 7.002 2.222  0.2382
26 H 0.163 2.404 2.264  0.3402
27 H 2.715 4.385 -6.012  0.2962
28 O -3.261 7.618 0.978  -0.5390
29 O -6.799 -6.918 0.042  -0.5484
30 O 2.324 -4.512 -2.739  -0.5730
31 N -3.359 -6.431 0.887  -0.3095
32 N 2.216 0.130 -0.948  0.8547
33 N 2.347 3.607 -4.109  0.9053
34 H -1.520 -8.260 2.398  0.0419
35 C 0.000 -4.137 0.144  -0.2788
36 H -7.209 -6.098 -0.250  0.3068
37 H 0.464 -8.346 1.287  0.0709
38 H 2.171 6.781 1.510  0.2032
39 P -0.906 -8.057 1.131  0.4863
40 O -4.523 7.113 -0.698  -0.5587
41 N 3.169 -3.784 -2.260  1.0130
42 H 2.830 -2.059 -3.383  0.2753
43 C 1.523 -6.114 0.457  -0.9089
44 H 2.613 0.905 -2.843  0.5439
45 H 2.903 -7.309 1.452  0.3235
46 H -2.231 6.152 -1.428  0.2962
47 H 2.165 -5.903 2.478  0.2636
48 C 0.154 3.378 1.786  -0.8566
49 N -3.532 6.971 -0.012  0.9224
50 B -5.840 -6.713 1.005  0.6317
51 N -1.612 -9.010 0.094  -0.7497
52 O 3.626 -3.882 -1.141  -0.5064
53 C 2.218 -6.462 1.542  -0.6955
54 O -3.301 2.493 0.762  -0.4686
55 H 5.315 2.847 1.141  0.2869
56 N 3.065 8.655 1.173  0.9135
57 H -5.614 -4.004 0.344  0.2866
58 C -4.625 0.644 1.220  -0.7454
59 H 4.418 -2.123 -2.566  0.2974
60 C -4.522 -5.816 0.776  0.2762
61 O -4.120 2.297 2.748  -0.5430
62 C 0.146 -5.539 0.452  0.5807
63 H 1.983 -6.274 -0.525  0.2392
64 H 0.881 0.790 -2.411  0.3032
65 C -4.611 -4.435 0.436  -0.6890
66 H -3.106 4.963 -0.411  0.1965
67 H 4.058 2.025 2.112  0.2870
68 C 1.986 4.529 -5.220  -0.7850
69 C -2.279 -5.640 0.642  0.0884
70 O 2.235 -1.060 -1.195  -0.4239
71 H -4.391 0.433 0.182  0.2826
72 O 2.993 4.132 2.543  -0.5595
73 O -5.952 -7.328 2.227  -0.5187
74 H -2.014 -8.458 -0.658  0.2426
75 C 2.831 7.464 2.034  -0.5470
76 H -5.694 0.776 1.358  0.3117
77 O -0.089 4.193 -0.358  -0.6079
78 O -0.173 2.058 -0.081  -0.4014
79 O 2.457 0.619 0.138  -0.5009
80 I -1.334 -1.478 -0.371  0.0837
81 H -5.445 -6.797 2.854  0.3367
82 H -0.667 3.985 2.160  0.3047
83 H -4.237 -0.137 1.869  0.2895
84 N -0.054 3.191 0.329  1.0043

Results
SMILES: C=Cc1cc(I)c2ncc(B(O)O)nc2c1[PH2]=N.C[N+](=O)[O-].C[N+](=O)[O-].C[N+](=O)[O-].C[N+](=O)[O-].C[N+](=O)[O-].C[N+](=O)[O-].C[N+](=O)[O-].C[N+](=O)[O-]
E_HOMO, Eh: -0.297
LUMO, Ha: -0.033